The following is a DFT calculation (the ωB97M-V functional and the def2-TZVPD basis) of C17H27NO9PSTl as an isolated structure.

Structure (XYZ):
```
57
Properties=species:S:1:pos:R:3
Tl -0.41632 0.92871 0.22010
O 1.38674 3.55993 -2.94306
C 1.15879 2.64077 -2.01147
O 0.20199 1.89797 -2.02136
C 2.21705 2.64209 -0.93946
O 1.99771 1.50192 -0.15807
C 2.58683 1.50456 1.14878
C 1.63277 2.09862 2.17469
O 2.07478 2.87646 3.00106
O 0.39300 1.69574 2.09890
H 0.66653 3.52093 -3.59109
H 3.19615 2.61694 -1.41884
H 2.14240 3.57319 -0.36829
H 2.75527 0.45649 1.39323
H 3.52849 2.04726 1.15725
S -2.74864 1.55287 -0.43126
C -2.26736 3.20180 -0.09078
C -3.14986 4.28051 -0.17127
C -2.67882 5.53770 0.15270
C -1.35767 5.70657 0.56151
C -0.55185 4.58818 0.62246
N -1.00115 3.37426 0.28127
H -4.17859 4.11854 -0.46613
H -3.34694 6.38989 0.10921
H -0.96780 6.67550 0.84281
H 0.47139 4.64466 0.98098
C -0.86309 -3.93934 3.25323
C -0.08965 -2.81162 2.59320
C 1.40377 -2.96645 2.84311
C -0.58937 -1.46253 3.09780
O -0.41057 -2.94634 1.17670
P 0.42995 -2.38548 -0.04738
O 1.70583 -3.06116 -0.31777
O 0.60989 -0.85762 0.17115
O -0.70046 -2.57645 -1.15554
C -0.45110 -2.69486 -2.59143
C 0.15658 -4.05604 -2.89213
C 0.45379 -1.56930 -3.08217
C -1.82998 -2.57393 -3.21262
H -0.67880 -3.94307 4.32989
H -0.55542 -4.89954 2.83391
H -1.93380 -3.81186 3.07713
H 1.60532 -2.85425 3.91067
H 1.97383 -2.20917 2.29861
H 1.75203 -3.94571 2.51036
H -0.53115 -1.42929 4.18792
H -1.63313 -1.31749 2.80125
H 0.01587 -0.64156 2.70837
H 1.11272 -4.16993 -2.37967
H 0.30792 -4.15732 -3.96988
H -0.51693 -4.84813 -2.55561
H 1.44769 -1.64688 -2.63114
H 0.02550 -0.59862 -2.82404
H 0.55493 -1.62454 -4.16850
H -2.47797 -3.37278 -2.84678
H -1.75672 -2.64788 -4.29997
H -2.28235 -1.61293 -2.95254
```

Computed properties:
- HOMO level: -9.094 eV
- Charge: 0
- Calculated total energy: -2308.0918 hartree